Entry 1:
The following is a quantum chemistry calculation of a structure of composition C8H4AuN2O5 in a non-equilibrium geometry, from OMol25.

Calculated values
F_max = 0.1457 Eh/bohr
HOMO-LUMO gap (spin up / spin down) = 8.4 / 6.2 eV
spin multiplicity = 3
relative energy (zero: lowest compared OMol25 entry of this formula, charge and spin) = 9.9 kcal per mole
DFT total energy = -927.23328 a.u.
HOMO energy (spin up / spin down) = -21.357 / -21.352 eV
total charge = +3

Last column: Löwdin charge in e.
Geometry (Å):
O  -0.0006  -0.0087  -4.4896  0.3308
C  -0.0006  -0.0086  -3.3563  -0.0428
Au  -0.0005  -0.0071  -1.3174  0.9537
O  1.9846  -2.5401  -1.2774  0.3177
C  1.2770  -1.6394  -1.2648  -0.0203
C  -1.2753  1.6222  -1.2621  -0.0230
O  -1.9863  2.5230  -1.2775  0.3151
C  -1.6313  -1.2871  -1.2645  -0.0188
O  -2.5339  -1.9914  -1.2775  0.3180
C  1.6272  1.2708  -1.2620  -0.0219
O  2.5324  1.9740  -1.2771  0.3161
N  0.0647  0.6991  2.8049  0.1636
C  -0.0631  -0.6794  2.8641  0.0352
C  -0.1061  -1.1382  1.6097  -0.0579
N  0.0015  0.0188  0.8665  -0.1079
C  0.1043  1.1230  1.5566  -0.1161
H  0.1207  1.3067  3.5783  0.1847
H  -0.1171  -1.2667  3.7509  0.1593
H  -0.1976  -2.1261  1.1468  0.1382
H  0.2002  2.1551  1.1483  0.1764

Entry 2:
The following is a quantum chemistry calculation of a structure of composition C8H4Cl3IrLuNO3 in a non-equilibrium geometry, from OMol25.

Calculated values
F_max = 0.1603 Eh/bohr
HOMO-LUMO gap (spin up / spin down) = 6.6 / 6.0 eV
spin multiplicity = 5
relative energy (zero: lowest compared OMol25 entry of this formula, charge and spin) = 0.0 kcal per mole
DFT total energy = -3306.25005 a.u.
HOMO energy (spin up / spin down) = -22.974 / -23.550 eV
total charge = +4

Last column: Löwdin charge in e.
Geometry (Å):
Lu  -0.6031  -0.4818  -4.6566  1.5569
Ir  1.4090  0.6455  -0.0698  1.1501
Cl  -2.0589  -1.4643  -3.0297  0.0107
Cl  -0.3396  2.7826  -0.5605  0.4647
C  2.5296  1.0427  -1.4621  -0.3690
C  1.5762  -0.6608  -4.0265  -0.0251
C  -0.0829  1.4912  -3.2865  -0.0831
O  3.2247  1.2255  -2.4033  0.1038
O  2.6031  -1.0066  -3.6313  0.2417
O  0.3348  2.5567  -3.0964  0.0738
Cl  -3.3844  0.7568  2.8867  1.0810
C  -1.8578  0.0305  2.5720  -0.5034
C  -1.4054  -1.1220  3.2244  0.0588
C  -0.1491  -1.6313  2.8801  0.0860
C  0.6305  -0.9799  1.9155  -0.0295
N  0.1645  0.1261  1.3119  -0.2141
C  -1.0622  0.6329  1.5933  -0.0880
H  -2.0598  -1.6003  3.9528  0.1650
H  0.2565  -2.5406  3.3209  0.1628
H  1.6194  -1.2976  1.5732  0.1358
H  -1.3451  1.4948  0.9920  0.0211

Entry 3:
The following is a quantum chemistry calculation of the ion C8H4NO3S with charge -1 in a non-equilibrium geometry, from OMol25.

Calculated values
F_max = 0.0551 Eh/bohr
HOMO-LUMO gap = 7.3 eV
spin multiplicity = 1
relative energy (zero: lowest compared OMol25 entry of this formula, charge and spin) = 0.0 kcal per mole
DFT total energy = -985.93460 a.u.
HOMO energy = -4.108 eV
SMILES string = O=C1N=S(=O)=C([O-])c2ccccc21
total charge = -1

Last column: Löwdin charge in e.
Geometry (Å):
C  0.6426  0.6726  -0.2408  -0.0860
C  0.6286  -0.7103  0.1422  -0.0918
C  -0.5172  1.4279  -0.1629  -0.0144
C  -0.5990  -1.3253  0.3109  -0.0340
C  -1.7342  0.8639  0.3497  -0.0985
C  -1.7895  -0.5420  0.4415  -0.1830
C  -2.9273  1.7624  0.4104  -0.6355
C  -3.0843  -1.1750  0.5017  -0.4788
N  -4.0877  1.1971  0.0893  -0.1590
O  -2.7217  2.9541  0.6785  -0.0309
O  -3.5748  -1.9932  1.2332  0.0698
O  -5.5204  -0.8690  -0.6462  -0.5489
S  -4.1621  -0.2535  -0.7443  0.8705
H  1.6354  0.9521  -0.5119  0.0804
H  1.4427  -1.3856  0.1258  0.0761
H  -0.3875  2.5270  -0.4248  0.1342
H  -0.8693  -2.4114  0.4633  0.1297

Entry 4:
The following is a quantum chemistry calculation of an isolated molecule of C8H5F2NO in a non-equilibrium geometry, from OMol25.

Calculated values
F_max = 0.0746 Eh/bohr
HOMO-LUMO gap (spin up / spin down) = 7.8 / 7.0 eV
spin multiplicity = 3
relative energy (zero: lowest compared OMol25 entry of this formula, charge and spin) = 0.0 kcal per mole
DFT total energy = -637.41091 a.u.
HOMO energy (spin up / spin down) = -7.404 / -9.917 eV

Last column: Löwdin charge in e.
Geometry (Å):
C  -2.2392  -0.0516  -0.2034  -0.0639
C  -1.8670  -1.3237  0.1730  -0.0596
C  -1.3555  1.0260  -0.2539  0.0015
C  -0.5330  -1.6507  0.1665  0.0081
C  -0.0512  0.6992  -0.1140  -0.1099
C  0.3900  -0.6070  -0.0318  -0.0988
C  1.0252  1.7851  0.1063  -0.5203
C  1.8472  -0.8600  -0.0845  -0.2988
N  2.0538  1.3518  0.8006  0.2573
O  0.9022  2.8938  -0.3365  0.1589
F  2.3903  -1.9092  0.5865  0.0886
F  2.5615  -0.6305  -1.1690  0.1360
H  -3.2484  0.1497  -0.2248  0.0810
H  -2.6174  -2.0815  0.0503  0.1094
H  -1.8643  1.9241  -0.4034  0.1095
H  -0.3162  -2.6159  0.3195  0.0803
H  2.9220  1.9003  0.6185  0.1205